No. 1
109
Properties=species:S:1:pos:R:3 method="wB97M-V/def2-TZVPD" homo_ha=-0.39236 relative_energy_kcal_mol=0.0 total_charge=+1 homo_lumo_gap_ev=8.649
K 0.00064 -1.17085 -0.92092
C 0.23572 -4.82944 -2.35295
C -1.23414 -4.40995 -2.39593
N -1.44472 -2.99432 -2.67917
C -1.33664 -2.56929 -4.06821
C 0.06818 -2.54998 -4.67690
S 1.39934 -1.73280 -3.73299
C 2.52445 -3.11341 -3.36720
C 2.42242 -3.75911 -1.98254
N 1.05377 -3.95592 -1.51808
H 0.64137 -4.82016 -3.36199
H 0.27889 -5.87809 -2.03420
H -1.69161 -4.60837 -1.42359
H -1.74483 -5.06169 -3.12135
H -2.36757 -2.74257 -2.34925
H -1.74871 -1.55969 -4.11775
H -1.94822 -3.19226 -4.74027
H -0.00108 -2.02287 -5.62935
H 0.41248 -3.55395 -4.91639
H 3.53178 -2.71151 -3.47989
H 2.40067 -3.84388 -4.16655
H 2.92508 -3.12516 -1.25220
H 2.99585 -4.69737 -2.03351
H 1.08485 -4.30156 -0.56703
C -1.49839 4.92074 3.82964
C -0.53622 4.98712 2.63457
C 0.89540 5.22262 3.13747
C -0.94230 6.16188 1.74447
C -0.58372 3.65871 1.89175
C -0.25165 2.47191 2.54450
C -0.28655 1.28203 1.84639
N -0.62802 1.17922 0.56081
C -0.96534 2.30202 -0.07335
C -0.94473 3.54605 0.55599
C -1.35617 2.20254 -1.51160
C -2.28858 3.08810 -2.04766
C -2.61389 3.04073 -3.39607
C -1.95291 2.07891 -4.15842
C -1.05730 1.22459 -3.54578
N -0.76426 1.25864 -2.24604
C -3.63636 3.96840 -4.03999
C -4.19863 4.98385 -3.04487
C -2.97063 4.73163 -5.19371
C -4.79320 3.11767 -4.58528
H -1.47601 5.86507 4.37550
H -1.22624 4.12612 4.52520
H -2.52212 4.74492 3.49387
H 0.94691 6.17023 3.67576
H 1.59727 5.26588 2.30247
H 1.22091 4.43376 3.81655
H -0.89538 7.08439 2.32371
H -1.96478 6.05534 1.37619
H -0.27117 6.27384 0.89068
H 0.04100 2.46267 3.58621
H -0.02001 0.35528 2.34595
H -1.19067 4.42763 -0.01685
H -2.77124 3.80131 -1.39597
H -2.12905 1.98425 -5.22147
H -0.53143 0.47546 -4.12897
H -3.41169 5.61732 -2.63017
H -4.72710 4.49679 -2.22295
H -4.91123 5.63242 -3.55492
H -2.12862 5.32558 -4.83376
H -3.69346 5.40747 -5.65297
H -2.60543 4.05953 -5.97067
H -5.28270 2.56573 -3.78062
H -4.44573 2.39981 -5.32931
H -5.53663 3.76027 -5.05961
C 3.27237 0.70888 0.93881
P 2.66614 -1.01864 1.10215
C 4.17803 -1.98462 0.74703
C 4.36832 -3.23223 1.34074
C 5.43694 -4.03510 0.96961
C 6.32932 -3.60530 -0.00325
C 6.15002 -2.36528 -0.59859
C 5.08055 -1.56120 -0.22838
C 2.53329 -1.19792 2.91797
C 1.36570 -1.72826 3.45933
C 1.22538 -1.87682 4.83399
C 2.25562 -1.49526 5.67858
C 3.42905 -0.96955 5.14846
C 3.56707 -0.82533 3.77783
H 3.38241 0.95860 -0.11715
H 4.22327 0.87725 1.44340
H 2.51810 1.37636 1.35719
H 3.68248 -3.57361 2.10793
H 5.57692 -4.99670 1.44643
H 7.16515 -4.22998 -0.28919
H 6.84776 -2.01818 -1.34997
H 4.95610 -0.59675 -0.70618
H 0.55844 -2.02462 2.79777
H 0.31641 -2.29442 5.24829
H 2.14877 -1.61099 6.74912
H 4.23743 -0.67767 5.80614
H 4.49281 -0.43419 3.37271
F -2.73227 -2.26889 5.87088
C -2.64693 -3.35829 5.09648
F -1.71645 -4.16325 5.62930
F -3.81998 -3.99828 5.16694
C -2.31048 -2.99893 3.67066
C -2.69058 -1.77598 3.14675
C -2.38289 -1.50835 1.82139
N -1.73478 -2.36613 1.03264
C -1.38144 -3.54046 1.55593
C -1.64522 -3.90782 2.86495
H -3.20816 -1.04370 3.75037
H -2.65361 -0.55876 1.37551
H -0.85856 -4.22316 0.89529
H -1.33237 -4.87074 3.24363

=====

No. 2
103
Properties=species:S:1:pos:R:3 method="wB97M-V/def2-TZVPD" homo_ha="0.00259 / 0.00197" total_charge=-2 multiplicity=6 homo_lumo_gap_ev="3.593 / 3.610"
Mn 0.13859 0.42541 0.17086
C -2.01257 -4.74007 1.32861
C -0.96087 -3.93517 0.64398
C 0.10014 -4.38365 -0.09322
C 0.78550 -3.23335 -0.51735
N 0.16860 -2.13930 -0.06356
N -0.90862 -2.58609 0.65279
B -1.80349 -1.68524 1.50497
N -2.71450 -0.72950 0.67036
N -2.27086 0.20838 -0.21036
C -3.36461 0.82769 -0.67366
C -4.51200 0.26064 -0.11306
C -4.05767 -0.70887 0.74761
C -4.86548 -1.59005 1.63789
C -3.46389 2.02680 -1.59821
C -2.18325 2.40227 -2.31710
C -4.53450 1.72818 -2.66214
C -3.93752 3.24274 -0.78736
N -1.06600 -0.93693 2.61252
N -0.23665 0.12401 2.40839
C 0.18922 0.50579 3.61194
C -0.38513 -0.29942 4.60034
C -1.15498 -1.20905 3.93177
C -1.91837 -2.35373 4.50424
C 1.13574 1.63303 3.96052
C 2.24955 1.04366 4.83222
C 1.75680 2.31144 2.75473
C 0.36880 2.67694 4.78554
C 2.02414 -3.36408 -1.38136
C 2.68220 -2.05464 -1.76823
C 1.63091 -4.12946 -2.65575
C 3.05038 -4.20202 -0.60618
H -1.87689 -5.78850 1.05680
H -3.01726 -4.44002 1.03363
H -1.95802 -4.66176 2.41370
H 0.36491 -5.40736 -0.28496
H -2.56748 -2.41292 2.05123
H -5.53516 0.54074 -0.27662
H -5.92118 -1.35373 1.49591
H -4.61921 -1.44036 2.68738
H -4.71506 -2.64624 1.42161
H -2.02393 1.78254 -3.19166
H -1.30628 2.29586 -1.68117
H -2.25281 3.44289 -2.64251
H -4.33466 0.78242 -3.16171
H -4.52847 2.52083 -3.41270
H -5.53528 1.68349 -2.23556
H -3.13224 3.66000 -0.18824
H -4.75525 2.98553 -0.11597
H -4.27885 4.01952 -1.47454
H -0.21719 -0.25093 5.65892
H -1.91973 -2.26079 5.59094
H -1.45052 -3.30660 4.25330
H -2.94858 -2.39428 4.15948
H 2.77558 0.25343 4.30358
H 1.84845 0.62680 5.75508
H 2.96701 1.82657 5.08965
H 2.24162 1.61261 2.07593
H 2.53642 2.99566 3.09613
H 1.02111 2.89478 2.20612
H 0.00686 2.26192 5.72495
H -0.48758 3.06829 4.23593
H 1.03632 3.50871 5.01782
H 1.96566 -1.28169 -2.02696
H 3.33195 -2.22773 -2.62988
H 3.28086 -1.65687 -0.95230
H 0.91234 -3.57175 -3.25500
H 1.19449 -5.10375 -2.43033
H 2.52408 -4.28911 -3.26213
H 3.31554 -3.70476 0.32586
H 3.95942 -4.29145 -1.20458
H 2.67809 -5.20639 -0.39663
S 2.91424 -1.19251 1.99656
As 4.70698 0.04948 2.10707
S 2.23675 1.09532 -0.59358
S 4.07785 1.70505 0.21894
S 6.41667 -0.84593 1.12629
C 1.97815 0.70634 -4.04115
C 0.51968 0.98935 -3.73023
O -0.02011 0.14684 -2.71442
C -0.36194 -1.14657 -3.19386
C -1.77492 -1.21151 -3.74375
H 2.32693 1.41342 -4.79597
H 2.12129 -0.30049 -4.43282
H 2.57653 0.81028 -3.13861
H -0.10058 0.89896 -4.63626
H 0.40046 2.01303 -3.36800
H -0.26181 -1.82201 -2.34565
H 0.37191 -1.45916 -3.94521
H -1.98511 -2.23018 -4.07251
H -2.49130 -0.95260 -2.96706
H -1.92618 -0.54991 -4.59620
Br -2.73057 2.24896 2.30943
C -1.46322 3.34168 1.42190
C -1.42916 4.67767 1.81244
C -0.51526 5.50133 1.17174
C 0.31074 4.99364 0.16832
C 0.20281 3.65229 -0.15062
N -0.67185 2.83766 0.47499
H -2.08232 5.02335 2.59963
H -0.44210 6.54226 1.46325
H 1.05007 5.59681 -0.33654
H 0.87500 3.17100 -0.85641

=====

No. 3
92
Properties=species:S:1:pos:R:3 method="wB97M-V/def2-TZVPD" homo_ha="-0.03115 / -0.08735" relative_energy_kcal_mol=8.5 total_charge=-2 multiplicity=5 homo_lumo_gap_ev="4.365 / 5.894"
Fe -2.31735 -2.03476 2.25102
O -4.29155 4.10129 0.93378
C -5.23815 3.27791 1.03023
O -6.43103 3.39585 0.72190
C -4.78992 1.91684 1.58514
C -3.97645 1.84721 2.71399
C -3.44738 0.63471 3.10573
N -3.63450 -0.48822 2.40238
C -4.46408 -0.44451 1.35196
C -5.08769 0.72300 0.93972
C -4.53517 -1.73738 0.55383
O -5.38030 -1.86082 -0.32182
O -3.63084 -2.58596 0.88594
H -3.72684 2.75044 3.25522
H -2.79139 0.54652 3.96433
H -5.74470 0.69214 0.08140
C 3.60322 -5.92781 0.35094
C 3.88849 -5.02761 -0.84493
C 2.67720 -4.89074 -1.76138
C 4.40547 -3.65855 -0.40894
N 3.48875 -2.91833 0.44188
C 2.46324 -2.12096 0.12728
N 2.00008 -1.57508 1.22142
N 2.74130 -2.08532 2.22775
N 3.63807 -2.88314 1.77506
H 3.34374 -6.93157 0.01080
H 2.76087 -5.56901 0.94505
H 4.47250 -5.99980 1.00903
H 4.71241 -5.46203 -1.42559
H 1.81277 -4.49001 -1.22731
H 2.36603 -5.86389 -2.13969
H 2.89699 -4.24395 -2.61639
H 4.60089 -3.03641 -1.28549
H 5.33054 -3.74739 0.15913
H 2.10779 -1.95050 -0.87416
C -1.12149 5.91472 0.76231
C -0.89604 5.31536 -0.63281
C -2.21187 5.41143 -1.41188
C 0.17423 6.16768 -1.32912
C -0.38893 3.83317 -0.50958
O 0.80338 3.85893 0.27180
C -0.03914 3.26540 -1.89709
C 0.60251 1.86925 -1.95920
C 2.06109 1.81886 -1.57783
C 3.01916 2.41478 -2.39370
C 4.36792 2.37012 -2.07615
C 4.76168 1.71161 -0.92406
Cl 6.46111 1.64072 -0.51866
C 3.83612 1.10594 -0.09407
C 2.49081 1.16479 -0.42965
C -1.50080 3.00415 0.16109
N -1.07258 1.73301 0.72922
C -1.61316 0.53251 0.54711
N -1.09782 -0.33527 1.40090
C -0.21267 0.40604 2.10788
N -0.17965 1.67179 1.74800
H -1.33721 6.98056 0.65737
H -0.23403 5.80205 1.38536
H -1.97683 5.47247 1.27248
H -2.49655 6.46409 -1.49451
H -3.03655 4.89199 -0.91614
H -2.11160 5.02707 -2.42997
H -0.07616 7.22451 -1.21277
H 0.22847 5.96705 -2.40047
H 1.15823 5.99798 -0.88931
H 0.72736 3.24006 1.01710
H 0.64829 3.95818 -2.38501
H -0.94913 3.24752 -2.50125
H 0.51716 1.52802 -2.99568
H 0.05010 1.14572 -1.36281
H 2.70662 2.92489 -3.29848
H 5.10794 2.83422 -2.71409
H 4.15521 0.59557 0.80513
H 1.77040 0.69557 0.22970
H -2.29583 2.77890 -0.54787
H -1.98699 3.55537 0.96027
H -2.39639 0.34266 -0.16919
H 0.38814 -0.00124 2.90271
Se -0.03342 -4.36366 3.06455
N -1.02645 -3.52437 1.78511
C -0.89791 -4.24982 0.64830
C -1.41658 -3.90504 -0.61296
C -1.27087 -4.76771 -1.68558
C -0.60653 -5.99253 -1.54018
C -0.04280 -6.33981 -0.32848
C -0.14586 -5.47346 0.78175
N 0.41563 -5.73147 1.97864
H -1.98419 -2.99154 -0.71471
H -1.70386 -4.49908 -2.64216
H -0.52589 -6.66568 -2.38719
H 0.48589 -7.27702 -0.19713
Te -1.87468 -2.11923 4.82376

=====

No. 4
51
Properties=species:S:1:pos:R:3 method="wB97M-V/def2-TZVPD" homo_ha=-0.52884 total_charge=+2 homo_lumo_gap_ev=7.432
Be 13.67872 5.47818 6.19281
N 9.68980 5.19993 5.42632
C 10.99057 5.33232 5.20396
N 11.90218 5.15554 6.11458
C 11.49783 4.83388 7.44143
N 12.40768 4.59753 8.36977
N 13.58026 4.96604 7.83883
C 14.66958 4.59714 8.34645
C 15.79858 4.69707 7.37468
C 17.11442 4.56185 7.61085
C 18.01573 4.63833 6.55522
C 17.57874 4.88999 5.29185
C 16.19196 5.03566 5.14942
N 15.34690 4.95700 6.15678
C 10.06529 4.78298 7.73636
C 9.59741 4.51218 9.00256
C 8.25472 4.46545 9.30871
C 7.33514 4.74405 8.27138
C 7.76661 5.05840 6.95988
C 9.16346 5.01203 6.67182
H 8.98808 5.39282 4.71211
H 11.40680 5.47332 4.20596
H 14.78570 4.09026 9.33769
H 17.45227 4.39089 8.62186
H 19.06676 4.53815 6.78671
H 18.18341 4.88514 4.42513
H 15.84433 5.26637 4.14374
H 10.36320 4.33773 9.75916
H 7.96741 4.28216 10.33652
H 6.24744 4.72039 8.42464
H 7.11823 5.21314 6.13532
C 13.60437 8.55741 4.54010
P 13.74440 7.63871 6.12046
C 15.38275 8.04164 6.78370
C 12.42191 8.15271 7.25124
C 12.70214 8.16155 8.60856
C 11.64662 8.27843 9.52947
C 10.34410 8.41662 9.07263
C 10.07137 8.42331 7.72297
C 11.12583 8.33022 6.76734
H 12.66549 8.19352 4.07158
H 14.48963 8.30922 3.96500
H 13.57288 9.60626 4.78364
H 15.38084 9.09580 7.01515
H 16.14100 7.88339 5.94237
H 15.61366 7.41431 7.64063
H 13.76638 8.03436 8.93269
H 11.78796 8.15762 10.62560
H 9.55519 8.47820 9.73617
H 9.06089 8.48294 7.43313
H 10.89099 8.28088 5.73386

=====

Number 1: electronic energy -97534.6506 eV. Number 2: electronic energy -253800.6801 eV. Number 3: electronic energy -180581.8728 eV. Number 4: electronic energy -40300.3347 eV.